49
Properties=species:S:1:pos:R:3 method="wB97M-V/def2-TZVPD" spin_multiplicity=1 largest_force_ev_per_a=5.875 gap_ev=4.4046 total_charge=-2 energy_ha=-1895.02420
O -0.4630 3.6225 -3.3045
H -0.7740 4.5307 -3.3071
H -1.3152 3.2006 -3.4363
H 0.0553 3.4510 -4.0942
C 4.1817 5.3506 -7.2658
O 3.5750 6.6333 -7.5861
O 3.0148 4.5046 -7.4254
C 5.5503 5.0140 -8.0105
F 5.8452 5.4124 -9.2631
F 6.6277 5.4923 -7.3900
F 5.8092 3.7344 -8.0735
C 4.3111 7.7928 -7.1630
C 4.0796 8.8142 -8.3415
H 3.1901 9.4400 -8.2706
H 4.9352 9.4799 -8.4550
H 4.0417 8.3019 -9.3029
H 5.3945 7.6746 -7.1418
H 3.9117 8.1416 -6.2106
H 4.4424 5.3038 -6.2084
C -5.9734 -0.7732 -4.4492
O -7.1802 0.0028 -4.7705
O -4.9821 0.1144 -4.9868
C -6.1370 -1.0981 -2.8793
F -5.0782 -1.7168 -2.3042
F -6.3793 0.0186 -2.1145
F -7.1684 -1.8936 -2.6172
C -8.2124 -0.6526 -5.5475
C -9.4624 0.2426 -5.3695
H -9.7217 0.1655 -4.3136
H -9.0924 1.2271 -5.6561
H -10.2283 -0.1350 -6.0469
H -8.4484 -1.7139 -5.4702
H -7.8636 -0.4553 -6.5611
H -5.9777 -1.7243 -4.9818
C -1.4131 9.0672 -3.8958
O -0.4268 8.5945 -2.9466
O -1.7152 7.9114 -4.6589
C -2.7230 9.8647 -3.3044
F -2.9800 9.1482 -2.1542
F -2.5630 11.1793 -3.0688
F -3.9069 9.7565 -4.0103
C 0.1338 9.3050 -1.9425
C 1.1445 8.4138 -1.2381
H 0.7498 7.3998 -1.1729
H 2.1457 8.2817 -1.6483
H 1.3076 8.8095 -0.2356
H -0.6499 9.5871 -1.2394
H 0.5448 10.2845 -2.1868
H -0.6624 9.5977 -4.4814